The following is a quantum chemistry calculation of a 10-piece molecular cluster, C56H124F9N7O10S2 overall in a non-equilibrium geometry, from OMol25.

Structure (XYZ):
```
208
Properties=species:S:1:pos:R:3:forces:R:3:lowdin_charge:R:1
C 5.32183 -1.82232 -2.51618 -1.55 0.45 -0.56 0.039
N 4.80382 -1.41604 -1.14249 0.26 -2.36 0.08 -0.324
C 3.32508 -1.27510 -1.06131 -0.46 0.07 0.26 -0.010
C 5.13695 -2.56649 -0.16755 -0.27 0.24 -0.22 0.024
C 5.44736 -0.20075 -0.69798 1.96 1.27 0.58 -0.145
C 5.65768 0.86269 -1.75671 0.04 0.15 -0.24 -0.260
O 4.50280 1.15004 -2.46224 -0.71 0.03 -0.67 -0.106
H 5.10935 -2.88943 -2.72727 0.08 0.80 0.26 0.125
H 6.34858 -1.56771 -2.60929 1.11 -0.42 0.49 0.089
H 4.88418 -1.13557 -3.26522 -0.38 -0.61 0.44 0.118
H 2.83213 -2.24480 -1.23461 0.20 0.60 -0.34 0.095
H 2.98967 -0.39293 -1.59007 -0.01 -0.32 -0.91 0.087
H 3.09738 -0.98338 -0.04456 0.09 -0.32 0.56 0.109
H 4.46940 -3.38683 -0.45432 0.34 0.08 0.20 0.087
H 4.90124 -2.25394 0.85134 -0.18 0.15 -0.20 0.109
H 6.19469 -2.85704 -0.17183 -0.26 0.28 -0.51 0.115
H 6.44634 -0.46739 -0.35040 0.10 -0.14 0.09 0.144
H 4.94937 0.21962 0.15074 -0.73 0.00 0.49 0.134
H 6.46424 0.47396 -2.42181 -0.63 0.66 0.04 0.129
H 6.02661 1.78055 -1.27776 0.31 -0.50 0.15 0.102
H 3.81909 1.72192 -1.94886 0.65 0.08 0.06 0.055
C -3.13368 -5.72574 4.90462 -1.49 0.58 -1.55 0.072
N -3.86231 -5.07629 3.63586 2.50 -1.92 0.46 -0.342
C -4.71356 -6.16951 3.07536 -0.66 1.31 -0.12 0.019
C -4.58789 -3.89962 4.05516 -0.48 0.08 0.51 -0.006
C -2.71281 -4.77258 2.66093 0.69 0.17 1.13 -0.097
C -2.93894 -3.93206 1.42344 0.41 -0.82 0.92 -0.236
O -3.26613 -2.63193 1.78735 -0.04 1.72 -1.00 -0.074
H -3.96640 -6.25238 5.32147 -0.11 -0.53 0.75 0.087
H -2.86059 -4.92520 5.58200 0.51 0.00 -0.19 0.106
H -2.35596 -6.42506 4.57161 -0.15 0.56 0.16 0.119
H -5.32198 -6.65999 3.79537 -0.64 0.16 1.05 0.102
H -4.06439 -6.92400 2.75818 0.97 -1.02 -1.01 0.092
H -5.37402 -5.78715 2.30169 0.29 0.01 -0.25 0.122
H -5.25524 -4.23670 4.85908 0.47 0.69 0.32 0.130
H -5.23471 -3.63413 3.26224 -0.58 0.57 -0.97 0.096
H -3.87508 -3.07173 4.20984 -0.57 -0.49 0.48 0.111
H -2.36605 -5.76539 2.37649 0.24 0.18 -0.14 0.130
H -1.92080 -4.30494 3.31570 -0.74 -0.33 -0.84 0.144
H -3.68096 -4.37479 0.79140 -0.60 -0.35 -0.58 0.125
H -1.96293 -3.99379 0.95380 0.14 0.09 -0.40 0.097
H -3.14301 -2.03981 0.99303 -0.14 -0.56 1.20 0.103
C 0.97282 3.19932 2.65339 1.00 0.79 -0.69 -0.084
C 0.65831 1.82259 3.03578 -0.52 -1.30 2.28 -0.227
C -0.83024 1.68623 3.40945 -0.08 1.08 0.85 -0.093
N -1.25006 0.30479 3.71395 2.18 -0.79 -1.34 -0.278
C -0.71291 -0.56574 2.62479 -1.17 0.46 -0.82 0.009
C -2.70891 0.25504 3.87899 -0.12 -0.30 -0.05 -0.100
C -2.91509 0.79378 5.27050 -0.09 1.55 0.68 -0.099
C -1.55462 0.54268 5.98829 -1.10 0.67 0.77 -0.145
C -0.69178 -0.12135 5.00913 1.24 -0.18 0.14 -0.126
H 0.50391 3.93697 3.24483 -0.55 0.75 1.09 0.077
H 0.61003 3.39543 1.66085 0.13 0.20 -0.59 0.062
H 2.04755 3.36671 2.73640 -0.04 0.17 -0.39 0.093
H 1.32053 1.47354 3.88116 -0.81 0.54 -0.46 0.136
H 0.91274 1.12827 2.28107 0.19 -0.44 -1.16 0.065
H -1.55909 1.99349 2.63813 0.73 0.34 0.04 0.131
H -1.04307 2.24152 4.36144 0.28 -0.03 -1.13 0.149
H -1.18447 -1.50692 2.68471 -0.70 -1.08 0.10 0.068
H 0.32842 -0.74456 2.74228 0.76 0.20 0.11 0.085
H -0.97714 -0.12442 1.64483 0.22 -0.26 0.61 0.095
H -2.92285 -0.80913 3.87739 -0.50 -0.08 -0.45 0.124
H -3.16613 0.83041 3.06192 -0.10 -0.52 0.26 0.120
H -3.81203 0.36729 5.71417 0.20 -0.07 0.23 0.122
H -3.06593 1.90393 5.24190 -0.11 -0.96 0.02 0.133
H -1.51387 -0.03133 6.87071 -0.82 -0.95 1.14 0.113
H -1.12284 1.45313 6.35076 0.14 0.85 -0.16 0.114
H -0.74259 -1.20177 5.10895 -0.02 -0.17 -0.38 0.145
H 0.35264 0.20431 5.15143 -0.40 -0.39 -0.54 0.147
C 5.58061 3.63366 1.57567 -0.44 0.75 1.56 -0.096
C 5.84395 4.22287 0.20924 -0.22 -0.05 -0.26 -0.248
C 4.76934 5.23613 -0.23256 0.13 -1.81 -0.50 -0.100
N 4.97144 5.75984 -1.64141 2.49 -0.80 1.16 -0.263
C 6.02575 6.88001 -1.55011 -1.79 1.42 0.06 0.048
C 3.71567 6.18411 -2.24797 -1.47 -0.40 -1.17 -0.127
C 4.16666 6.43185 -3.67712 -0.27 0.31 -1.51 -0.134
C 5.24733 5.36088 -3.92565 1.76 0.62 -1.53 -0.160
C 5.51762 4.70678 -2.61597 -0.42 -0.99 1.57 -0.101
H 6.46031 3.06062 1.90618 -0.43 -0.03 -0.15 0.082
H 4.65658 3.02413 1.66335 0.56 0.26 -0.32 0.070
H 5.47978 4.46502 2.33303 0.06 -0.78 -0.65 0.097
H 5.88569 3.39856 -0.50203 -0.22 0.22 -0.02 0.061
H 6.84209 4.61073 0.25168 0.63 0.62 -0.15 0.104
H 4.71051 6.10585 0.40362 -0.25 0.09 0.33 0.136
H 3.87603 4.58155 -0.27312 -0.09 0.86 0.05 0.108
H 6.78498 6.61512 -0.80871 -0.27 0.06 -0.32 0.108
H 5.40656 7.76693 -1.25221 0.83 -0.67 0.39 0.126
H 6.44760 7.24318 -2.50010 -0.04 -1.01 0.20 0.109
H 3.28320 7.04348 -1.73072 0.20 -0.09 -0.02 0.147
H 2.98244 5.33472 -2.21651 0.91 0.68 0.27 0.126
H 4.60288 7.44287 -3.75808 -0.15 -0.44 -0.05 0.116
H 3.43645 6.35750 -4.51275 -0.06 0.16 1.09 0.133
H 6.14532 5.87293 -4.32308 -0.24 -0.21 0.36 0.123
H 5.08349 4.60982 -4.70234 -0.68 0.14 0.20 0.125
H 6.55554 4.42495 -2.29701 -0.87 0.60 -0.67 0.153
H 4.87711 3.80099 -2.49421 0.33 0.65 0.07 0.123
C 3.35353 -8.45687 -1.66896 -1.02 -1.33 -0.77 -0.106
C 4.34911 -8.87713 -0.61216 -1.46 0.68 1.95 -0.201
C 3.39601 -9.11468 0.65198 0.46 -0.89 0.20 -0.089
N 4.15717 -9.38803 1.99371 -0.39 2.37 -1.70 -0.285
C 4.72692 -8.03840 2.39634 2.06 -0.95 -0.59 0.047
C 5.26129 -10.36592 1.84433 -1.14 -1.13 -0.63 -0.124
C 5.57978 -10.75204 3.26417 1.55 -0.48 0.11 -0.147
C 4.34838 -10.47045 4.08283 -0.66 -0.37 0.94 -0.141
C 3.32426 -9.98668 3.06968 0.51 -0.15 -0.27 -0.100
H 2.66545 -9.33301 -1.88906 0.75 1.14 -0.07 0.113
H 3.78713 -8.07968 -2.57001 0.64 -0.42 -0.80 0.071
H 2.73454 -7.60936 -1.40675 -0.23 0.08 0.79 0.072
H 5.04427 -8.07409 -0.43041 0.35 0.38 0.21 0.098
H 4.93974 -9.77899 -0.80483 -0.45 0.12 -0.25 0.116
H 2.90275 -10.05288 0.42212 -0.21 -0.30 0.11 0.118
H 2.54555 -8.38183 0.84658 1.58 -0.49 -0.26 0.158
H 4.30547 -7.25304 1.78023 -0.28 0.08 0.36 0.099
H 5.83982 -8.09422 2.17308 -1.37 0.32 0.34 0.133
H 4.61906 -7.92963 3.45733 -0.23 0.44 0.39 0.096
H 6.02681 -9.94390 1.22190 0.48 0.04 -0.04 0.127
H 4.79023 -11.21787 1.31464 0.44 0.29 0.12 0.156
H 6.45500 -10.22290 3.64423 -0.10 0.13 -0.03 0.128
H 5.84724 -11.79585 3.32134 0.14 -0.32 -0.15 0.127
H 4.59686 -9.73059 4.85825 -0.47 -0.19 -0.22 0.124
H 3.95405 -11.37537 4.58498 0.30 0.57 -0.15 0.139
H 2.66949 -9.24581 3.46539 -0.83 0.37 0.06 0.133
H 2.82892 -10.81168 2.56228 -0.41 -0.02 0.38 0.143
C -9.34529 6.67435 -0.54922 0.12 0.42 -0.19 -0.076
C -7.99273 6.03780 -0.20535 -0.93 -0.43 -0.35 -0.226
C -6.85441 7.03066 -0.36785 0.08 1.02 -0.73 -0.129
N -5.47826 6.44876 -0.34609 -0.63 -1.23 1.01 -0.285
C -5.18844 6.17540 1.11882 -0.16 -1.64 0.30 0.048
C -4.47061 7.35467 -0.93847 -1.21 0.80 -0.34 -0.107
C -3.30092 6.46994 -1.23149 0.94 0.29 0.07 -0.140
C -3.88270 5.13295 -1.57682 -1.17 -1.00 -0.71 -0.144
C -5.36188 5.21722 -1.21064 0.32 -0.08 0.20 -0.086
H -9.50055 7.56900 0.02714 0.10 0.78 -0.06 0.075
H -10.26123 6.12506 -0.33636 0.44 -0.71 0.00 0.087
H -9.32799 6.87611 -1.63168 -0.24 0.31 0.43 0.091
H -7.94903 5.20734 -0.88931 0.71 -0.16 -0.80 0.099
H -8.00617 5.47034 0.70391 0.04 0.40 1.13 0.103
H -6.74674 7.82825 0.37161 -0.85 -0.18 0.30 0.143
H -6.94966 7.61094 -1.31174 -0.08 -0.71 0.26 0.149
H -4.28074 5.53374 1.26825 -0.64 0.86 -0.38 0.127
H -6.04375 5.57991 1.53230 0.76 0.56 -0.49 0.116
H -5.15476 7.11874 1.66440 0.28 -0.08 -0.21 0.113
H -4.36910 8.20223 -0.28416 0.53 0.26 0.42 0.141
H -4.98437 7.77545 -1.83149 0.71 -0.47 0.17 0.154
H -2.61142 6.32095 -0.39458 -0.01 0.62 -0.17 0.129
H -2.80870 6.88440 -2.09265 0.73 0.18 -0.06 0.123
H -3.53737 4.29743 -0.99940 0.95 -0.23 0.12 0.081
H -3.76677 4.88659 -2.64369 -0.06 0.01 0.40 0.126
H -5.69430 4.31493 -0.71164 -0.21 0.10 0.34 0.128
H -5.99476 5.38465 -2.05283 -0.47 0.23 -0.63 0.129
C 0.32026 2.21514 -5.49787 2.43 -0.67 1.43 -0.090
C -0.82142 1.71678 -4.63046 -0.51 0.34 1.26 -0.232
C -1.87024 1.19766 -5.57992 -0.74 1.19 -0.58 -0.148
N -3.22910 0.89486 -5.02159 -0.13 -0.91 0.58 -0.251
C -3.21575 -0.25341 -4.00721 -0.39 0.90 -2.26 0.079
C -4.23262 0.56470 -6.11930 0.45 -0.24 -0.23 -0.097
C -5.55190 0.80149 -5.47584 -1.53 1.41 -0.70 -0.165
C -5.34194 1.91075 -4.45286 -0.78 1.58 1.09 -0.134
C -3.82841 2.07260 -4.26642 -0.14 0.02 -2.76 -0.108
H 0.69616 1.39059 -6.10557 -0.31 0.18 -0.58 0.082
H 1.26176 2.44027 -4.90539 -1.32 -0.05 -0.21 0.095
H 0.11386 3.11153 -6.05658 -0.37 0.09 -0.43 0.080
H -1.25028 2.57816 -4.06098 0.39 -0.65 -0.21 0.118
H -0.53129 0.93438 -3.87974 0.10 0.74 -0.71 0.115
H -1.48346 0.37262 -6.16881 -0.29 -0.35 -0.01 0.146
H -2.11665 2.03354 -6.25987 0.37 -0.44 -0.11 0.141
H -2.55567 0.04524 -3.23828 0.44 0.04 1.04 0.072
H -2.84311 -1.07596 -4.59397 0.00 -0.71 0.30 0.115
H -4.25719 -0.34316 -3.71888 0.27 -0.45 0.50 0.108
H -4.18625 -0.47246 -6.41068 0.60 -0.45 0.07 0.136
H -4.03394 1.11565 -7.03532 0.16 0.55 0.29 0.144
H -5.81486 -0.06462 -4.93581 -0.68 -1.15 0.33 0.092
H -6.39102 1.04977 -6.19640 1.13 -0.44 0.77 0.159
H -5.85301 1.68687 -3.46820 0.53 0.30 -1.14 0.134
H -5.73871 2.89387 -4.84378 0.27 -1.07 0.57 0.134
H -3.42551 2.05741 -3.30018 0.23 0.15 1.40 0.063
H -3.46728 2.93276 -4.83987 -0.12 0.14 0.35 0.136
C 1.66981 2.48171 -0.88077 2.37 0.29 0.20 -0.409
O 1.19801 1.30318 -1.54583 -0.53 -0.19 0.54 -0.078
O 2.98443 2.85826 -1.13741 -1.71 -1.62 0.03 -0.194
C 0.83083 3.64506 -1.33155 -0.36 3.37 -0.60 -0.489
F 0.86423 3.93005 -2.67020 -0.21 -1.17 0.57 0.113
F -0.46513 3.60619 -0.95906 -0.04 -0.42 -0.18 0.124
F 1.27861 4.86882 -0.81786 -0.22 -1.26 0.44 0.066
C 0.06650 0.70617 -0.83504 1.08 0.38 0.75 -0.238
C -0.07238 -0.71096 -1.25850 0.21 -1.17 0.24 -0.055
H 0.89775 -1.24028 -1.29799 -0.63 0.32 0.05 0.065
H -0.74768 -1.31381 -0.63012 0.37 0.50 -0.02 0.064
H -0.51341 -0.72156 -2.23095 -0.12 -0.20 -0.98 0.052
H -0.84018 1.24821 -1.02092 -0.43 0.40 -0.29 0.084
H 0.21759 0.78973 0.27207 0.25 -0.04 -0.78 0.103
H 1.47857 2.27294 0.20398 0.10 0.53 -0.49 0.126
C 1.62115 -3.68147 2.82948 0.10 -0.84 0.80 -0.615
F 2.53734 -4.61258 3.18303 -0.11 0.73 -0.09 0.100
F 0.60540 -3.80060 3.75848 0.72 0.38 -0.99 0.071
F 2.14598 -2.45695 2.97096 -0.02 -0.32 -0.06 0.116
S 1.00097 -4.07262 1.13085 -0.96 0.95 -0.95 0.525
O 0.02885 -2.94730 0.96780 1.25 -1.95 0.29 -0.352
O 2.08393 -4.05356 0.13584 -0.66 0.22 1.49 -0.331
O 0.48315 -5.40505 1.41379 -0.23 0.78 -0.35 -0.325
C -5.35100 0.75788 0.48852 -0.07 1.18 -1.01 -0.747
F -6.02829 1.89749 0.58083 -0.60 1.07 -0.13 0.122
F -5.42183 0.19083 1.64062 0.20 -1.44 2.14 0.180
F -5.99165 0.01670 -0.39273 0.16 -0.74 -0.86 0.161
S -3.62989 1.24425 0.09567 0.60 1.64 -0.29 0.495
O -2.78373 0.07878 0.17934 -0.18 -0.91 0.19 -0.307
O -3.70747 1.82746 -1.24145 -0.22 -0.38 0.53 -0.323
O -3.39777 2.22352 1.16008 -0.02 -0.53 -0.43 -0.324
```
Positions in Å, forces in eV/Å.

Results
Net charge: +4
Kohn-Sham gap, Ha: 0.32737
Maximum force, hartree/bohr: 0.0669
Multiplicity: 1
E_HOMO, eV: -14.9